(1)
{
  "formula": "C2H3NO2S",
  "method": "ωB97M-V with the def2-TZVPD basis set",
  "elements": ["H", "H", "O", "O", "H", "S", "N", "C", "C"],
  "coordinates": [[-0.9895, 0.7362, -1.4212], [-0.4946, -0.0327, 1.4403], [2.3339, -0.8445, 0.1793], [0.9007, 0.8024, -0.0768], [0.3819, -1.0941, 0.1713], [-2.8369, 0.0474, 0.0885], [2.1319, 0.2584, -0.2587], [-1.3059, 0.2027, -0.5001], [-0.1215, -0.0758, 0.3773]],
  "forces_ev_per_a": [[-0.7, -0.7, 0.2], [1.2, 0.3, -0.9], [-0.9, 2.1, -0.7], [-0.2, 0.3, 0.7], [-1.5, 1.0, 0.6], [1.5, 0.1, -1.1], [1.7, -1.5, 0.5], [-1.0, 0.7, 1.0], [-0.1, -2.2, -0.2]],
  "nbo_charge": [0.214, 0.236, -0.312, -0.344, 0.241, 0.066, 0.392, -0.258, -0.234],
  "energy_ev": -18538.69008,
  "e_above_lowest_kj_mol": 459.5,
  "lumo_ev": -0.88,
  "total_charge": 0,
  "homo_lumo_gap_ev": 8.44,
  "fmax_ha_per_bohr": 0.0467,
  "smiles": "O=NOCC=S"
}



(2)
{
  "formula": "C2H3NO2S2",
  "method": "ωB97M-V with the def2-TZVPD basis set",
  "elements": ["H", "C", "S", "O", "S", "H", "N", "C", "H", "O"],
  "coordinates": [[-1.2116, -3.1811, -1.0533], [0.1491, 0.1461, 0.9866], [0.9129, -0.8541, -2.1683], [0.2139, 1.7249, -0.5066], [-1.0979, -2.1513, -0.2419], [1.0160, 2.3065, -0.5741], [0.0444, 1.3791, 0.8249], [0.0577, -1.0694, -0.8455], [-0.0288, -0.5061, 1.8255], [-0.0558, 2.2053, 1.7526]],
  "forces_ev_per_a": [[0.4, -0.4, -1.1], [-0.5, -5.1, -3.5], [-0.4, -0.1, 0.7], [0.4, 1.8, -0.7], [-0.4, 0.7, 1.5], [-0.9, -0.5, 0.5], [1.0, 0.7, 1.4], [0.7, 1.3, 1.8], [0.0, 0.7, 0.4], [-0.1, 0.8, -0.9]],
  "nbo_charge": [0.124, 0.013, 0.137, -0.540, 0.159, 0.490, 0.283, -0.403, 0.216, -0.479],
  "energy_ev": -29371.04162,
  "e_above_lowest_kj_mol": 669.2,
  "lumo_ev": -0.60,
  "total_charge": 0,
  "homo_lumo_gap_ev": 8.28,
  "fmax_ha_per_bohr": 0.1206
}